The following is a DFT calculation (the ωB97M-V functional and the def2-TZVPD basis) of a structure of composition C42H35F6IN4O11S at a distorted geometry.

The geometry in ORCA input format:
```
! wB97M-V def2-TZVPD RIJCOSX def2/J DEFGRID3
* xyz 0 1
C 7.09 1.67 3.00
C 5.91 0.94 3.62
O 6.13 0.04 4.41
O 4.62 1.28 3.34
C 4.18 0.79 2.06
C 3.52 -0.61 2.15
C 2.69 -0.82 0.85
C 1.24 -1.30 1.09
C 0.47 -0.49 2.18
C -0.80 0.15 1.63
C -1.93 -0.63 1.45
C -3.10 -0.06 0.97
C -3.15 1.27 0.64
C -2.02 2.08 0.79
C -0.88 1.49 1.28
S 0.59 2.48 1.47
C -0.10 4.12 1.63
C 0.66 5.10 2.29
C 2.01 4.77 2.89
O 2.09 3.91 3.73
C 3.34 5.53 2.51
F 3.17 6.81 2.99
F 4.36 5.01 3.18
C 3.66 5.70 1.00
F 4.64 6.65 0.93
F 2.64 6.18 0.29
C 4.24 4.46 0.28
F 3.34 3.47 0.13
F 5.33 3.95 0.88
C 4.69 4.89 -1.16
O 5.76 5.39 -1.39
O 3.81 4.62 -2.18
C 0.13 6.37 2.37
C -1.12 6.63 1.85
C -1.85 5.66 1.21
C -1.35 4.37 1.09
N -2.16 3.44 0.37
I -1.87 3.56 -1.68
H 6.82 2.64 2.55
H 7.88 1.86 3.74
H 7.55 1.05 2.22
H 3.41 1.48 1.69
H 5.04 0.79 1.38
H 4.35 -1.33 2.15
H 2.94 -0.70 3.08
H 3.19 -1.61 0.27
H 2.68 0.07 0.20
H 1.21 -2.38 1.26
H 0.70 -1.13 0.15
H 0.13 -1.21 2.94
H 1.10 0.24 2.71
H -1.89 -1.69 1.68
H -3.97 -0.71 0.85
H -4.07 1.69 0.25
H 4.25 4.06 -2.82
H 0.65 7.20 2.84
H -1.55 7.63 1.90
H -2.82 5.93 0.79
C -8.31 -5.34 0.92
C -8.39 -4.32 1.86
C -7.53 -3.24 1.79
C -6.60 -3.19 0.77
C -6.50 -4.21 -0.17
C -7.37 -5.29 -0.09
N -5.70 -2.04 0.67
O -5.79 -1.17 1.52
O -4.91 -2.02 -0.26
H -8.99 -6.18 0.98
H -9.13 -4.37 2.65
H -7.59 -2.45 2.52
H -5.77 -4.16 -0.97
H -7.30 -6.08 -0.82
C -1.25 -7.13 -0.57
C -2.43 -6.94 0.15
C -3.65 -7.11 -0.47
C -3.69 -7.48 -1.81
C -2.53 -7.67 -2.53
C -1.30 -7.49 -1.91
N -4.99 -7.68 -2.46
O -5.99 -7.49 -1.80
O -4.99 -8.04 -3.62
H -0.29 -7.00 -0.08
H -2.38 -6.65 1.19
H -4.56 -6.96 0.09
H -2.56 -7.95 -3.57
H -0.39 -7.64 -2.46
C 2.96 2.83 -5.57
C 2.43 2.39 -4.37
C 2.00 1.08 -4.24
C 2.11 0.22 -5.32
C 2.63 0.65 -6.52
C 3.06 1.96 -6.65
N 1.68 -1.17 -5.17
O 1.21 -1.51 -4.10
O 1.82 -1.91 -6.12
H 3.30 3.86 -5.67
H 2.35 3.07 -3.53
H 1.59 0.75 -3.30
H 2.71 -0.03 -7.36
H 3.47 2.31 -7.59
*
```

Properties
Gap between HOMO and LUMO: 0.2640 Eh

=====

The following is a DFT calculation (the ωB97M-V functional and the def2-TZVPD basis) of a cluster of 7 separate species, C42H35N7O14 in total at a distorted geometry.

The geometry in ORCA input format:
```
! wB97M-V def2-TZVPD RIJCOSX def2/J DEFGRID3
* xyz 0 1
O 4.52 -2.09 4.85
N 4.14 -3.16 5.55
O 4.74 -3.70 6.27
C 2.89 -3.80 5.05
C 1.73 -3.12 4.20
C 0.37 -3.76 3.99
C 0.25 -5.23 4.47
C 1.21 -6.00 5.19
C 2.55 -5.33 5.58
H 1.76 -2.23 3.85
H -0.44 -3.19 3.56
H -0.73 -5.78 4.22
H 1.36 -7.10 5.40
H 3.32 -5.60 6.34
O -6.03 -4.27 -6.25
N -5.58 -4.17 -5.09
O -5.22 -5.08 -4.35
C -5.59 -2.87 -4.44
C -5.73 -1.50 -5.12
C -5.27 -0.23 -4.43
C -5.27 -0.28 -2.86
C -5.60 -1.46 -2.25
C -5.85 -2.86 -2.96
H -5.87 -1.56 -6.01
H -5.16 0.79 -4.76
H -5.24 0.56 -2.31
H -5.54 -1.49 -1.09
H -5.72 -3.84 -2.23
O -0.40 -0.84 3.42
N 0.30 -0.18 2.49
O 1.45 0.17 2.65
C -0.32 0.18 1.16
C 0.49 1.13 0.13
C -0.25 1.39 -1.16
C -1.75 1.09 -1.27
C -2.43 0.45 -0.31
C -1.79 -0.08 1.01
H 1.53 1.24 0.40
H 0.24 1.90 -1.91
H -2.40 1.37 -2.10
H -3.40 0.22 -0.40
H -2.24 -0.71 1.77
O 3.02 2.91 -0.87
N 2.92 3.94 -0.13
O 2.26 4.00 0.93
C 3.81 5.09 -0.23
C 4.67 5.05 -1.53
C 5.51 6.29 -1.71
C 5.41 7.47 -0.70
C 4.83 7.40 0.47
C 4.10 6.12 0.79
H 4.63 4.25 -2.28
H 5.98 6.41 -2.74
H 5.95 8.48 -1.15
H 4.87 8.29 1.11
H 3.58 6.08 1.83
O -5.68 1.09 1.09
N -4.92 1.92 1.78
O -4.60 3.06 1.48
C -4.42 1.42 3.04
C -4.88 0.14 3.71
C -3.93 -0.34 4.73
C -2.94 0.49 5.58
C -2.89 1.88 5.20
C -3.70 2.41 4.09
H -5.65 -0.62 3.20
H -4.24 -1.29 4.91
H -2.20 0.17 6.43
H -2.27 2.32 5.82
H -3.62 3.32 3.76
O 2.16 -3.57 -0.36
N 2.48 -2.48 -0.94
O 2.38 -2.19 -2.15
C 3.54 -1.66 -0.28
C 4.53 -2.39 0.59
C 5.63 -1.65 1.40
C 5.77 -0.15 1.13
C 5.10 0.48 0.03
C 3.97 -0.13 -0.65
H 4.50 -3.39 0.75
H 6.24 -2.20 2.04
H 6.44 0.62 1.60
H 5.49 1.45 -0.18
H 3.46 0.25 -1.50
O -1.18 -3.08 -5.64
N -1.81 -1.96 -5.74
O -2.93 -1.78 -6.15
C -1.09 -0.86 -5.20
C -1.66 0.67 -5.37
C -0.72 1.92 -5.03
C 0.76 1.59 -4.53
C 1.30 0.35 -4.34
C 0.49 -0.86 -4.82
H -2.89 0.78 -5.64
H -0.98 3.01 -5.21
H 1.24 2.36 -3.94
H 2.20 0.02 -3.95
H 0.94 -1.88 -4.78
*
```

Properties
Gap between HOMO and LUMO: 0.2712 Eh
SMILES: O=[N+]([O-])c1ccccc1.O=[N+]([O-])c1ccccc1.O=[N+]([O-])c1ccccc1.O=[N+]([O-])c1ccccc1.O=[N+]([O-])c1ccccc1.O=[N+]([O-])c1ccccc1.O=[N+]([O-])c1ccccc1

=====

Q: Among the records above, which one has the highest gap between HOMO and LUMO?
A: C42H35N7O14

=====

Q: Number 2 is which compound?
A: C42H35N7O14

=====

Q: The lowest gap between HOMO and LUMO belongs to which entry?
A: C42H35F6IN4O11S